DFT (the ωB97M-V functional and the def2-TZVPD basis) results for a molecular structure, C12H18MgN2O3Si.

E_HOMO (spin up / spin down) = 1.87 / 1.87 eV
Kohn-Sham gap (spin up / spin down) = 0.123 / 0.123 Ha
Total charge = -2
2S+1 = 1
LUMO energy (spin up / spin down) = 5.21 / 5.21 eV
Energy = -35180.6444 eV

CARTESIAN COORDINATES (ANGSTROEM)
Si  1.5658  -0.3711  0.4180
Mg  -0.5181  -1.2817  -0.7037
O  -1.3621  2.5372  -1.4864
O  -3.9954  -1.6161  -2.3713
O  -0.2322  0.5633  -1.2785
N  -2.4229  -0.8746  -0.8340
N  -0.7756  -2.7179  -2.1587
C  2.6890  -0.0805  -1.0218
C  0.3709  3.5327  2.7271
C  -2.1425  -3.0138  -1.7595
C  1.7743  2.4065  1.1111
C  1.0978  1.1951  1.3331
C  -2.6248  0.5491  -1.1439
C  -1.2765  1.2756  -1.3213
C  1.4113  3.5655  1.8028
C  2.2194  -1.6636  1.5718
C  0.0496  1.1805  2.2702
C  -2.9589  -1.7260  -1.7118
C  -0.3092  2.3408  2.9615
H  -3.1527  1.0417  -0.3172
H  2.4398  -2.5921  1.0363
H  -1.1202  2.3118  3.6842
H  -0.7608  -2.3023  -3.1184
H  -2.1692  -3.4985  -0.7777
H  0.6050  -2.6317  -0.4545
H  2.5939  2.4704  0.3978
H  3.6646  0.2939  -0.6966
H  0.0912  4.4344  3.2649
H  1.4938  -1.8974  2.3570
H  -0.5020  0.2652  2.4797
H  -0.1417  -3.5474  -2.1046
H  2.8595  -1.0073  -1.5784
H  -3.2134  0.7400  -2.0498
H  2.2642  0.6498  -1.7173
H  1.9441  4.4947  1.6183
H  3.1422  -1.3307  2.0569
H  -2.5979  -3.6955  -2.4854

=====

DFT (the ωB97M-V functional and the def2-TZVPD basis) results for C12H18N2O3S in the gas phase.

E_HOMO = -8.34 eV
SMILES = CCCN[C@H](C)C(=O)Nc1c(C)csc1C(=O)O
Kohn-Sham gap = 0.306 Ha
2S+1 = 1
ΔE to the lowest compared entry with this formula, charge and spin = 462.7 kJ/mol
LUMO energy = -0.01 eV
Energy = -32690.9607 eV

CARTESIAN COORDINATES (ANGSTROEM)
S  -0.6468  1.9671  4.2885
O  0.9642  2.1177  0.6200
O  1.1371  3.3074  2.5387
O  -0.7452  -2.3327  1.0373
N  -0.3433  -0.1432  0.9328
N  0.6903  -0.5243  -1.7892
C  -2.8105  -1.3128  3.1004
C  -0.3402  -1.4011  0.4023
C  -0.0012  -2.8285  -1.7652
C  -0.1282  1.4318  2.6470
C  2.0227  0.9528  -2.7266
C  1.5520  -0.4161  -2.9536
C  -1.9667  -0.0640  3.2031
C  0.8176  2.0821  -2.8638
C  -0.9107  0.3589  2.1041
C  0.6247  -1.6727  -0.8428
C  0.8067  2.2854  1.9298
C  -1.9946  0.8462  4.3057
H  -2.6215  0.7421  5.1482
H  -3.7400  -1.0609  3.6743
H  0.6711  -3.1124  -2.5543
H  -2.3040  -2.2740  3.4953
H  1.5549  2.8711  0.3028
H  1.2823  3.0875  -3.0502
H  1.6137  -2.1685  -0.5983
H  0.2335  2.0911  -3.7465
H  2.7508  1.1639  -3.4502
H  -0.1947  -0.0361  -1.9335
H  0.9978  -0.6393  -3.8705
H  -0.2598  -3.7740  -1.2640
H  2.5258  1.0044  -1.7517
H  2.3080  -1.2158  -2.8557
H  0.3739  0.4557  0.4420
H  -3.2119  -1.6353  2.0015
H  -0.9924  -2.3350  -2.1418
H  0.2849  2.1819  -2.0161

=====

DFT (the ωB97M-V functional and the def2-TZVPD basis) results for C12H18N2O3S in the gas phase.

E_HOMO = -9.35 eV
SMILES = CCCCCCN(C(C)=O)c1ccsc1[N+](=O)[O-]
Kohn-Sham gap = 0.303 Ha
2S+1 = 1
ΔE to the lowest compared entry with this formula, charge and spin = 495.6 kJ/mol
LUMO energy = -1.10 eV
Energy = -32690.6196 eV

CARTESIAN COORDINATES (ANGSTROEM)
S  -2.8121  -1.1040  2.8775
O  -2.2779  -2.8321  -1.4963
O  -0.2057  -2.2766  3.6540
O  0.4962  -2.8209  1.6095
N  -0.3257  -2.2682  2.3975
N  -0.7692  -1.4104  -0.5293
C  1.6433  1.4113  -1.5260
C  -0.2854  -2.6536  -2.6899
C  1.0964  2.3964  0.7481
C  0.3642  0.5344  -1.3986
C  1.6175  3.0851  1.9888
C  2.2227  1.8238  -0.1531
C  -1.1387  -2.3485  -1.4914
C  -1.4565  -1.5956  1.8641
C  -1.6705  -1.1772  0.5374
C  0.5172  -0.7081  -0.5008
C  -2.9166  -0.3983  0.3587
C  -3.5948  -0.2872  1.5588
H  0.0508  0.1875  -2.4152
H  -3.2587  -0.0164  -0.6275
H  0.7609  -2.6227  -2.4442
H  2.7449  0.9905  0.3652
H  -0.4518  -1.9446  -3.4840
H  -0.4991  -3.6730  -3.0655
H  2.2668  3.9594  1.7726
H  1.3892  2.2768  -2.1322
H  -4.5483  0.2132  1.6983
H  0.7870  3.4144  2.6049
H  0.7996  -0.4432  0.5193
H  0.4525  1.5949  1.1150
H  2.1762  2.3695  2.5678
H  2.9881  2.5635  -0.3446
H  0.5130  3.0643  0.0956
H  -0.4244  1.1346  -1.0423
H  2.4213  0.8538  -2.0659
H  1.3277  -1.2928  -0.9264

=====

DFT (the ωB97M-V functional and the def2-TZVPD basis) results for C12H18N4O3 in the gas phase.

E_HOMO = -8.02 eV
SMILES = CCCOc1nc2c(c(=O)n(C)c(=O)n2C)n1CC
Kohn-Sham gap = 0.322 Ha
2S+1 = 1
ΔE to the lowest compared entry with this formula, charge and spin = 0.0 kJ/mol
LUMO energy = 0.74 eV
Energy = -24840.8315 eV

CARTESIAN COORDINATES (ANGSTROEM)
O  -3.3751  1.4937  -0.3169
O  -0.2232  3.1999  -3.1293
O  0.4338  -1.9084  1.4477
N  -1.1603  -0.4282  0.6618
N  0.8910  -0.2981  -0.2234
N  0.4484  1.5099  -1.7772
N  -1.7671  2.3196  -1.7244
C  2.7030  -1.3060  2.1546
C  -2.2717  -0.9150  1.4417
C  -2.2280  1.4521  -0.7240
C  1.8006  1.5322  -2.2880
C  0.1008  -0.9082  0.6420
C  -1.1895  0.5745  -0.2952
C  -0.4940  2.3932  -2.2654
C  0.0926  0.6246  -0.8113
C  -2.7182  3.2748  -2.2693
C  1.8060  -2.2966  1.4176
C  4.1452  -1.7928  2.1851
C  -2.9026  -2.1428  0.7939
H  -1.9009  -1.1611  2.4401
H  4.5273  -1.9124  1.1744
H  2.4960  1.7628  -1.4809
H  2.1296  -2.3913  0.3765
H  4.7728  -1.0761  2.7078
H  -3.0012  -0.1051  1.5022
H  -3.7290  -2.4951  1.4043
H  -2.8228  3.1205  -3.3428
H  2.0519  0.5566  -2.7031
H  -3.2820  -1.8904  -0.1932
H  1.8502  2.2977  -3.0597
H  -2.3633  4.2904  -2.0967
H  1.8256  -3.2747  1.9038
H  2.6455  -0.3437  1.6441
H  -3.6683  3.1127  -1.7659
H  2.3290  -1.1788  3.1727
H  -2.1688  -2.9401  0.7002
H  4.2170  -2.7502  2.6962

=====

DFT (the ωB97M-V functional and the def2-TZVPD basis) results for 6 unconnected molecules or ions with the total composition C12H18N6.

E_HOMO = -11.55 eV
SMILES = CC#N.CC#N.CC#N.CC#N.CC#N.CC#N
Kohn-Sham gap = 0.427 Ha
2S+1 = 1
ΔE to the lowest compared entry with this formula, charge and spin = 39.5 kJ/mol
LUMO energy = 0.07 eV
Energy = -21674.4466 eV

CARTESIAN COORDINATES (ANGSTROEM)
N  0.0010  1.6476  -6.8870
N  -1.0063  5.4297  1.1351
N  1.4400  1.1769  2.4046
N  0.0294  -2.9535  4.7542
N  1.5775  0.5527  -2.4656
N  -2.2024  -3.7014  0.1594
C  -1.2741  4.3578  1.4343
C  -0.1130  -0.0341  -0.5709
C  -0.3582  -2.3272  3.8764
C  -1.6310  2.9990  1.8169
C  -2.2477  -3.2061  -0.8725
C  2.0713  0.6713  3.2179
C  2.8877  -0.0064  4.2275
C  -0.8581  -1.5205  2.7762
C  0.8449  0.3047  -1.6301
C  0.9363  1.2135  -6.3890
C  -2.3768  -2.5744  -2.1886
C  2.1167  0.6270  -5.7846
H  -1.5199  2.4059  0.9062
H  0.1865  -0.8833  0.0337
H  -1.0372  -0.2565  -1.1012
H  -2.6565  2.9124  2.1621
H  1.8795  -0.3039  -5.2743
H  2.6494  1.2917  -5.1106
H  -2.9291  -3.2467  -2.8491
H  3.9245  -0.1201  3.9284
H  -2.9788  -1.6703  -2.1135
H  -0.0906  -1.3705  2.0238
H  2.4305  -0.9787  4.4103
H  2.8484  0.5934  5.1367
H  -0.9155  2.6122  2.5396
H  -1.4520  -2.3577  -2.7176
H  -0.1393  0.8450  0.0706
H  -1.7614  -1.9605  2.3577
H  2.8343  0.3556  -6.5646
H  -1.1098  -0.5249  3.1478

=====

DFT (the ωB97M-V functional and the def2-TZVPD basis) results for 2 unconnected molecules or ions with the total composition C12H18N6O4.

E_HOMO = -8.69 eV
SMILES = N[C@@H](Cc1c[nH]cn1)C(=O)O.N[C@@H](Cc1c[nH]cn1)C(=O)O
Kohn-Sham gap = 0.324 Ha
2S+1 = 1
ΔE to the lowest compared entry with this formula, charge and spin = 0.0 kJ/mol
LUMO energy = 0.13 eV
Energy = -29868.4160 eV

CARTESIAN COORDINATES (ANGSTROEM)
O  -1.5845  -0.3720  -0.4108
O  7.1225  0.2486  -0.5343
O  5.4254  -1.1723  -0.4619
O  -1.3732  -2.5728  -0.5378
N  -3.7851  1.2547  -0.1862
N  -5.6797  2.3510  -0.0433
N  -3.8571  -1.5078  1.4104
N  0.7551  -0.3839  0.9108
N  4.1593  1.5542  -1.3203
N  2.7943  -0.8605  0.2596
C  -6.0018  1.0675  -0.4255
C  4.0873  1.1230  1.1064
C  -2.0826  -1.6106  -0.3603
C  2.8149  0.3511  0.9175
C  4.9753  1.2396  -0.1488
C  -4.8152  0.3979  -0.5159
C  1.5490  -1.2721  0.2723
C  -3.5702  -1.7866  0.0050
C  -4.5589  -1.0278  -0.9037
C  -4.3366  2.4127  0.0914
C  5.9392  0.0573  -0.3767
C  1.5487  0.6632  1.3245
H  5.6513  2.0835  0.0116
H  -0.2389  -0.4703  1.0511
H  -3.2953  -2.1197  1.9956
H  -3.8119  3.3087  0.3913
H  -6.3281  3.1068  0.1168
H  1.1488  1.5143  1.8526
H  1.1793  -2.1907  -0.1611
H  -3.7406  -2.8542  -0.1544
H  -4.2020  -1.0751  -1.9414
H  3.8196  2.1380  1.4177
H  4.4548  -1.1854  -0.2765
H  -3.5898  -0.5526  1.6375
H  -2.2806  0.3163  -0.2858
H  4.6735  0.6826  1.9209
H  -5.5146  -1.5609  -0.8714
H  -7.0224  0.7538  -0.5881
H  4.7674  1.7662  -2.1057
H  3.6053  0.7433  -1.5876